# C4H6N2O

C4H6N2O as an isolated structure (ωB97M-V/def2-TZVPD, OMol25).

Calculated values
ΔE to the lowest compared entry with this formula, charge and spin = 390.69 kJ/mol

Element x y z (Å)
C -2.0595 0.1881 0.0319
C -0.7749 0.0675 -0.6055
N -0.4676 -0.9610 -1.3483
O 0.9530 -0.9373 -1.2858
C 1.2213 -0.0164 -0.3392
N 2.1410 -0.4093 0.5847
C 0.2394 0.8237 0.0198
H -2.6685 -0.6363 -0.3371
H -1.6388 -0.2284 1.1512
H -2.3976 1.2394 0.1089
H 2.5157 0.3841 1.0903
H 2.7314 -1.0449 0.0724
H 0.2049 1.5310 0.8567

Forces on atoms 1 to 6 (eV/Å):
0.11 -1.61 3.10
-1.08 0.65 0.00
-0.10 1.15 -0.12
0.36 0.52 0.71
0.65 -0.50 1.72
1.30 -0.08 -1.20


# C40H48BaN5P2Te

C40H48BaN5P2Te as an isolated structure (ωB97M-V/def2-TZVPD, OMol25).

Calculated values
Total charge = +1

Element x y z (Å)
Ba -0.1862 0.0170 -0.0874
C 3.1572 0.6104 2.0327
C 3.3388 -0.4240 0.9175
N 2.5853 -0.1411 -0.3190
C 3.1445 0.9522 -1.1228
C 2.5072 0.9729 -2.5032
N 1.0554 1.2514 -2.5035
C 0.7195 2.6439 -2.8750
C 0.7196 3.6714 -1.7469
C -0.5011 3.6702 -0.8268
N -0.4141 2.7314 0.3045
C 0.5787 3.1257 1.3170
C 0.4210 2.3259 2.6039
N 0.6553 0.8756 2.4603
C 1.9636 0.4173 2.9678
H 3.1588 1.6223 1.6212
H 4.0510 0.5587 2.6573
H 3.0170 -1.4034 1.2806
H 4.4067 -0.5065 0.6824
H 2.6468 -0.9824 -0.8923
H 4.2317 0.8419 -1.2282
H 2.9716 1.9036 -0.6159
H 2.6637 -0.0045 -2.9699
H 3.0345 1.7024 -3.1273
H 0.6448 0.6662 -3.2228
H -0.2736 2.6256 -3.3309
H 1.4138 2.9829 -3.6526
H 0.7574 4.6524 -2.2252
H 1.6438 3.6065 -1.1694
H -1.3856 3.3940 -1.4073
H -0.6721 4.6868 -0.4522
H -1.3246 2.7420 0.7635
H 0.4892 4.1948 1.5508
H 1.5815 2.9741 0.9136
H -0.5952 2.4683 2.9751
H 1.0977 2.7551 3.3510
H -0.0535 0.4083 3.0223
H 1.8620 -0.6479 3.1937
H 2.1783 0.9208 3.9176
Te -3.9053 -3.4938 -2.0219
C -4.5876 -5.1977 -0.9804
C -5.4172 -5.0971 0.1320
C -5.7463 -6.2494 0.8266
N -5.3250 -7.4668 0.4884
C -4.5601 -7.5572 -0.5924
C -4.1650 -6.4642 -1.3552
C -2.7581 -2.6221 -0.5175
P -3.2091 -0.8898 -0.2610
C -2.7178 -0.5365 1.5375
C -2.9920 0.7519 2.0118
C -2.8007 1.0798 3.3446
C -2.2865 0.1296 4.2231
C -1.9876 -1.1433 3.7594
C -2.2059 -1.4784 2.4244
C -5.0032 -0.8936 0.0567
C -5.8353 -0.1818 -0.7971
C -7.2115 -0.1962 -0.6101
C -7.7557 -0.9224 0.4368
C -6.9266 -1.6323 1.2992
C -5.5572 -1.6199 1.1083
P -1.0220 -3.0029 -0.4638
C -0.7891 -4.5262 0.5059
C -1.8471 -5.1437 1.1597
C -1.6413 -6.3064 1.8927
C -0.3727 -6.8531 1.9829
C 0.6977 -6.2316 1.3456
C 0.4895 -5.0747 0.6150
C -0.4074 -3.4985 -2.1098
C -0.4473 -4.8056 -2.5882
C -0.0208 -5.1057 -3.8734
C 0.4422 -4.1015 -4.7101
C 0.4866 -2.7916 -4.2536
C 0.0696 -2.5034 -2.9625
H -5.7927 -4.1366 0.4592
H -6.3866 -6.1927 1.7011
H -4.2273 -8.5544 -0.8611
H -3.5189 -6.6078 -2.2117
H -3.4317 1.4799 1.3333
H -3.0709 2.0639 3.7078
H -2.1446 0.3752 5.2677
H -1.6144 -1.8964 4.4424
H -2.0282 -2.4930 2.0846
H -5.4092 0.3777 -1.6214
H -7.8586 0.3506 -1.2824
H -8.8276 -0.9388 0.5835
H -7.3569 -2.1944 2.1180
H -4.9111 -2.1838 1.7710
H -2.8335 -4.7091 1.0740
H -2.4803 -6.7885 2.3781
H -0.2098 -7.7632 2.5452
H 1.6902 -6.6568 1.4184
H 1.3298 -4.6071 0.1111
H -0.8189 -5.5949 -1.9468
H -0.0624 -6.1270 -4.2274
H 0.7671 -4.3390 -5.7140
H 0.8443 -2.0035 -4.9046
H 0.1169 -1.4620 -2.6402

Forces on atoms 1 to 6 (eV/Å):
0.04 0.01 -0.26
0.03 0.02 -0.01
0.00 0.11 0.03
0.10 -0.19 0.00
-0.05 -0.02 0.03
0.00 0.00 -0.06


# C3H7Br

A 2-piece molecular cluster, C3H7Br overall (ωB97M-V/def2-TZVPD, OMol25).

Calculated values
SMILES string = C=CC.Br
ΔE to the lowest compared entry with this formula, charge and spin = 78.80 kJ/mol

Element x y z (Å)
C 0.4480 -1.6192 0.5374
C 0.3480 -0.2939 0.3859
C -0.6846 0.5020 1.1764
H 1.3385 -2.0865 0.1953
H -0.1034 -2.2812 1.2106
H 1.0172 0.1964 -0.3753
H -1.4211 1.0031 0.6078
H -1.0587 -0.3964 1.8206
H -0.0104 1.2977 1.6522
Br -0.3124 1.6038 -3.0638
H 0.4388 2.0741 -4.1471

Forces on atoms 1 to 6 (eV/Å):
0.75 0.54 0.60
-0.50 -0.34 -1.04
2.61 -1.80 1.12
0.45 -0.54 -0.92
-0.32 0.69 -0.07
-0.62 -0.36 1.08


HOMO level / eV: -8.5; -8.6; -9.5